[1]
The following is a quantum chemistry calculation of a structure of composition C52H49N6NaO4P2S at a distorted geometry, from the Open Molecules 2025 dataset.

The geometry in ORCA input format:
```
! wB97M-V def2-TZVPD RIJCOSX def2/J DEFGRID3
* xyz -2 1
H -2.95 -2.06 1.79
C 3.56 2.52 0.27
H 5.46 -5.61 -1.28
H -0.78 2.29 2.37
H 1.30 1.77 -2.59
H -0.63 6.85 -1.06
C 3.64 -2.87 -0.41
H -5.87 0.97 3.93
H 0.25 5.19 -4.70
H -2.24 1.73 3.19
H -4.59 -2.56 1.97
H 1.04 5.11 -0.66
C 5.17 -4.53 -1.07
P 1.92 -2.24 -0.42
C -4.18 -3.02 -1.60
H -0.78 -7.04 -2.80
H -1.99 -5.66 0.41
C -1.24 -0.93 3.07
C -3.86 1.53 0.87
H 1.75 1.53 2.27
C -6.37 0.77 1.90
N 7.47 9.75 4.69
C 4.69 -2.10 -0.10
C 0.86 -4.86 -0.23
C 3.87 -4.10 -1.01
C 0.80 -3.58 -0.80
C -3.69 -2.91 1.91
C -1.36 1.55 2.42
N 4.91 1.91 2.20
C -0.69 1.58 -3.55
C -2.04 -1.34 -1.90
H -2.44 -5.41 2.17
H -1.26 -4.03 1.67
C -5.56 1.24 2.89
C 3.68 1.98 1.60
H 4.63 -1.02 0.11
H -4.47 0.91 -1.00
C 6.24 -3.85 -0.42
C -4.72 -4.66 0.50
C -1.83 3.57 0.37
P -1.99 1.78 0.76
C 0.23 -3.42 -2.14
H -0.73 -4.50 -3.79
H -7.62 0.70 1.92
C -0.24 -4.40 -2.81
C -0.22 -5.79 -2.30
C 0.45 2.22 -3.04
H -2.19 -0.80 4.01
C -2.28 -4.68 1.28
H 2.56 2.46 -0.18
H -3.99 4.64 0.45
H -2.64 1.97 -4.75
C -0.82 5.96 -0.66
H -3.98 2.37 3.14
S -2.27 -0.52 -4.19
C 0.60 -1.55 2.00
C -2.94 -1.48 -2.95
H 3.11 -4.69 -1.18
H -0.40 -2.92 3.35
N 2.82 1.23 2.32
O 7.19 2.44 2.39
H -4.85 -5.37 1.06
H 3.09 0.91 3.21
C 6.14 2.45 1.74
C -3.16 -3.02 -0.54
O 0.37 2.67 0.29
N 0.34 -0.11 1.68
C 6.01 -2.57 -0.15
C -4.73 1.04 0.10
H -3.71 -3.83 2.55
H -2.83 6.61 -0.12
C 0.41 -5.84 -1.09
H 0.02 -2.49 -2.39
H 7.45 4.00 -0.95
H 0.13 -6.68 -0.46
H 7.65 3.37 0.60
N 5.97 3.09 0.60
H -6.66 0.65 -0.29
O 7.54 10.99 4.78
C -5.98 0.75 0.44
H -4.27 -5.21 -0.27
Na 0.67 0.57 -0.40
C -1.16 0.22 -3.24
H -5.82 -4.25 0.73
H -5.23 -2.96 -1.52
C -2.24 -2.05 -0.64
H 1.03 -5.07 0.94
C -4.08 -2.17 -2.67
C -1.42 3.67 -4.80
C -2.68 4.55 0.23
C 4.75 3.22 -0.05
C -1.72 2.32 -4.33
C -0.23 4.25 -4.43
C 0.72 3.58 -3.73
H 1.76 3.82 -3.12
C 1.78 -2.14 1.49
C -0.32 3.77 0.12
H 4.58 3.75 -0.93
C 0.07 5.04 -0.41
H 6.71 4.89 0.52
C 7.01 4.02 0.11
H 2.26 -2.93 2.22
H 6.90 -2.06 0.56
H 7.22 -4.43 -0.63
C -2.15 5.79 -0.33
H 2.62 -1.17 1.68
O 6.15 9.63 3.84
H -1.55 -2.20 -0.08
N -1.17 -0.36 -2.09
C -0.66 0.20 2.44
H -2.18 4.23 -5.44
C -0.27 -2.08 2.88
H -4.83 -2.46 -3.47
C -4.32 1.81 2.44
C -3.54 -3.73 0.71
*
```

Relative energy (zero: lowest compared OMol25 entry of this formula, charge and spin) = 621.2 kcal/mol
HOMO energy = -1.7 eV



[2]
The following is a quantum chemistry calculation of a structure of composition C52H50CsN12PS at a distorted geometry, from the Open Molecules 2025 dataset.

The geometry in ORCA input format:
```
! wB97M-V def2-TZVPD RIJCOSX def2/J DEFGRID3
* xyz 2 1
H -2.02 -3.46 1.96
C 0.51 -2.06 5.19
H -3.21 3.20 -2.67
C 1.44 -2.46 -3.51
C 2.81 6.78 2.05
C 2.11 7.91 1.63
C -1.40 -2.05 -3.72
C 0.11 -0.16 -5.70
H -1.29 5.59 0.06
N -3.64 -0.09 0.07
N -4.90 -2.28 -0.79
H 0.44 -2.55 7.30
C -3.83 -2.97 -4.76
C 0.19 -1.14 4.18
C 0.81 2.08 -6.22
H 4.23 -5.04 -4.29
H -3.93 -4.45 0.62
H 0.35 -4.14 -2.71
H -4.25 -1.36 -0.79
H -0.77 -0.46 7.84
C 2.59 9.17 1.96
H -6.07 -3.19 0.70
P 0.13 -1.25 -3.09
C -1.43 -3.12 -4.61
N 0.64 -1.61 2.95
H -4.00 0.27 2.14
H 4.11 -1.16 1.33
C 2.63 -2.06 -4.12
H -6.04 -0.71 1.03
H 1.46 3.26 -4.55
H 5.28 8.48 3.62
H 5.09 -1.21 3.63
C -1.33 4.64 -0.47
N -0.49 2.47 -0.85
H -1.10 -2.40 0.03
C 1.08 2.30 -4.88
H -2.64 -4.41 -5.81
C 2.58 -4.00 0.18
C -2.65 -2.85 1.31
Cs 1.21 -0.04 0.03
C 0.18 -1.84 6.53
C -2.41 3.32 -1.95
H 3.86 4.35 2.83
C 1.23 -2.75 3.22
C -0.48 0.04 4.50
H -1.58 1.35 -2.20
N 1.46 2.81 1.08
C -5.13 -2.64 0.66
H -2.60 -0.64 -2.63
C 3.45 -4.32 -4.06
C 3.75 1.74 3.66
H -5.53 -1.58 2.47
H 0.70 6.01 0.48
C -2.63 -3.58 -5.12
C -5.24 -1.34 1.44
H 2.05 10.05 1.64
C -2.78 -1.47 1.98
H -4.44 -3.01 -1.32
C -2.60 -1.46 -3.34
C 0.86 1.29 -3.95
C 3.63 -2.98 -4.38
H 0.98 2.86 -6.94
H 2.77 -1.03 -4.40
H 4.59 6.19 3.14
N 4.40 0.68 4.12
N 1.88 -3.19 0.91
H 1.19 7.84 1.07
C 2.52 3.01 1.86
H -4.09 0.81 -0.08
C 4.01 -0.31 2.00
C 0.33 0.84 -6.63
N 3.36 0.76 1.54
C -3.81 -1.90 -3.87
H 2.81 -5.22 3.40
C -3.91 -0.58 1.45
H 2.72 -3.88 -0.89
H -2.00 -3.62 -0.48
C 4.37 8.30 3.05
H 3.61 2.56 4.35
H -0.27 -1.12 -6.04
H 2.11 -5.78 -3.23
H 4.55 -2.66 -4.85
C -1.51 2.30 -1.69
C -0.81 0.26 5.82
H -4.33 -3.84 2.21
H -4.73 -1.39 -3.63
C 2.98 4.27 2.21
N -2.07 -2.71 -0.03
C 2.63 -4.72 2.47
H -1.82 -0.95 1.91
N 3.70 9.37 2.65
H 0.12 0.66 -7.68
N 1.18 -3.08 4.54
H -0.51 -3.59 -4.93
N -2.34 4.49 -1.31
C 0.82 3.89 0.62
H -2.96 -1.62 3.05
H -0.71 0.77 3.73
C 2.27 -4.73 -3.46
H -2.65 0.05 -0.07
H 1.56 -3.90 4.97
C -0.37 3.65 -0.25
C 3.97 7.00 2.78
C 1.91 -3.59 2.22
S 3.31 -5.30 1.02
C 1.28 -3.81 -3.17
C 0.38 0.05 -4.35
H -4.76 -3.31 -5.18
C 1.23 5.18 0.92
H -5.77 -2.05 -1.26
C 4.54 -0.34 3.28
H 1.06 1.50 -2.90
H -1.33 1.17 6.10
C -0.49 -0.67 6.82
C -4.01 -3.53 1.21
C 2.34 5.40 1.73
C 3.23 1.80 2.37
*
```

Relative energy (zero: lowest compared OMol25 entry of this formula, charge and spin) = 2.2 kcal/mol
HOMO energy = -12.5 eV



[3]
The following is a quantum chemistry calculation of a structure of composition C52H50Ge2N2O2P2S3V at a distorted geometry, from the Open Molecules 2025 dataset.

The geometry in ORCA input format:
```
! wB97M-V def2-TZVPD RIJCOSX def2/J DEFGRID3
* xyz 0 2
H 2.15 -5.90 3.50
C 1.53 -1.23 4.36
H 0.96 -3.77 -6.07
C -2.90 2.55 0.76
H -0.31 1.62 6.67
H -5.26 3.97 -1.84
C 2.71 -0.21 -1.04
H 4.45 0.74 2.79
C 2.52 -5.35 -0.64
H 5.24 -4.08 0.94
H -0.11 3.56 8.36
Ge -1.30 0.14 -2.34
C 2.70 1.06 -0.47
C 1.05 -1.74 -5.35
H 1.60 3.25 -2.49
C -0.74 -5.59 1.77
H -5.02 5.13 0.37
H -1.89 -2.72 -3.05
C -0.88 4.66 5.30
H -1.59 -3.74 1.11
N -3.00 1.93 -0.42
C -4.85 0.04 -4.66
C -3.59 3.71 1.09
C -0.44 2.38 5.91
C 3.77 1.94 -0.63
C -0.52 3.01 3.61
C -5.82 -0.48 -3.81
C 1.84 -4.17 -0.88
O 0.34 1.46 1.64
C -3.84 2.47 -1.33
H -0.16 0.99 4.29
H -6.23 -1.23 -1.84
C 3.80 -0.53 -1.87
H 4.28 -6.25 0.21
H -0.92 4.79 -3.25
H -3.95 -0.88 -1.03
N -1.98 1.88 1.60
H -0.23 2.89 -5.92
H -5.10 0.30 -5.68
C 4.27 -4.11 0.43
C 3.58 -2.93 0.20
H 1.99 1.84 -3.49
H -6.84 -0.62 -4.17
H 1.56 3.39 -4.26
H 1.87 -1.46 -6.00
S -1.57 -1.45 -0.33
H 2.55 -0.97 6.23
H 4.03 -1.99 0.49
H -2.80 0.62 -4.88
C -0.79 4.33 3.95
C -4.18 -0.63 -2.06
C -3.55 0.22 -4.20
H 2.63 -0.08 1.37
H 0.94 0.19 -4.44
C 1.33 -4.05 2.79
H 2.16 -3.47 3.17
C -1.41 3.94 -2.78
H -1.07 5.69 5.58
H -1.29 4.02 -1.69
H 0.90 -4.19 -1.42
C 0.54 -3.03 -5.40
C 4.85 1.58 -1.42
C 0.29 -3.42 2.11
V -1.13 0.73 0.21
H 5.67 0.08 -2.71
C 1.35 2.72 -3.42
H -1.97 2.74 -5.59
C -0.53 -1.15 -3.62
S -1.56 -1.15 2.98
H -3.91 1.97 -2.28
H -1.56 -6.18 1.38
C 1.33 -5.43 2.97
O -0.37 3.78 1.15
H -0.90 5.08 3.18
C 0.30 -6.20 2.46
H 0.70 -1.76 4.80
H -0.95 -4.37 -4.62
H 0.29 -7.27 2.61
C 3.64 0.18 3.23
H 3.82 -1.50 -2.37
H -1.85 3.72 8.12
H 3.74 2.90 -0.13
C 2.61 -0.29 2.43
C -0.35 2.02 4.58
P 1.37 -1.47 -0.98
C 0.08 -1.00 0.30
H 1.86 1.36 0.14
C -5.48 -0.82 -2.51
Ge -0.56 2.31 -3.48
H 5.68 2.27 -1.55
C -0.75 -4.21 1.61
H 4.42 0.32 5.23
C -0.53 -3.38 -4.57
C -1.06 -2.44 -3.69
H -3.44 4.16 2.06
S -0.58 2.58 1.92
C 0.51 -0.81 -4.47
H -0.80 5.13 7.90
P 0.11 -1.60 2.04
C 4.85 0.35 -2.06
H 2.10 -6.30 -0.97
C 3.62 -0.06 4.60
C 2.35 -2.94 -0.45
C -0.87 4.05 7.75
C -0.99 2.29 -5.41
C 2.57 -0.77 5.16
C 3.74 -5.32 0.02
H -2.48 3.97 -3.02
C 1.55 -1.00 2.98
H -0.97 1.28 -5.83
C -3.19 -0.10 -2.89
C -4.59 3.60 -1.08
C -0.72 3.69 6.29
C -4.46 4.23 0.15
*
```

Relative energy (zero: lowest compared OMol25 entry of this formula, charge and spin) = 0.0 kcal/mol
HOMO energy (alpha / beta) = -7.3 / -6.4 eV
Expectation value of S² = 1.22



[4]
The following is a quantum chemistry calculation of a structure of composition C52H50NO5SSn, from the Open Molecules 2025 dataset.

The geometry in ORCA input format:
```
! wB97M-V def2-TZVPD RIJCOSX def2/J DEFGRID3
* xyz 1 1
O -0.79 -2.39 4.25
C -0.58 -3.77 3.95
H 4.15 -2.95 -2.06
H -5.37 -1.20 5.05
C 5.14 2.36 -3.99
O 1.58 -0.74 1.31
C -4.31 1.76 3.82
C 4.61 -3.23 3.59
H -0.52 -0.34 -2.73
H 1.52 -1.03 4.14
C 1.18 -2.58 -5.56
C 3.36 -3.32 -1.42
H 5.23 -2.59 5.53
H -0.10 -4.40 5.94
H 5.24 3.26 -4.58
C 0.37 -4.37 4.96
C -2.77 0.34 -0.32
H -2.83 -0.64 0.16
H 5.47 -3.86 3.43
H 7.25 2.21 -3.61
C 3.34 -1.74 4.96
C 0.65 -0.36 -6.34
H 7.04 0.14 -2.27
H -2.39 -4.49 4.88
C 0.49 2.44 0.11
H -0.86 -0.65 5.82
H 0.25 0.29 -7.10
C 1.88 -5.08 -0.77
C 1.40 -4.30 0.27
C -0.89 4.22 -0.63
C 1.28 1.97 5.97
H -2.29 -0.34 -2.81
H 1.86 3.16 4.29
H 4.82 -0.86 -1.88
C 1.69 -2.05 -4.38
C -1.15 -0.23 3.14
H 1.28 -3.78 5.02
H 0.62 -5.38 4.65
H -2.36 2.14 3.03
C 1.39 3.29 0.72
C 1.12 4.66 0.64
C -4.72 -0.47 4.59
H 3.00 2.30 -4.15
H 2.08 -2.70 -3.61
C -0.25 0.17 5.48
H 0.25 -2.16 -7.44
H 0.68 -4.72 0.95
H -2.58 -4.07 3.16
H -1.47 -1.49 -1.75
H 1.80 5.36 1.10
H -0.25 6.16 -0.02
C 0.50 0.89 6.39
O 0.01 -3.78 2.64
H -2.35 2.29 -1.75
C 6.28 1.76 -3.45
H 3.21 -1.19 5.89
C 0.53 1.58 3.72
H 0.47 0.62 7.43
C -0.23 0.50 4.12
H -1.72 -5.55 3.61
C 3.79 0.65 -3.01
C 1.67 -0.68 -4.20
H -6.18 1.10 4.66
H -1.95 -2.07 2.59
H 3.27 -1.55 -0.21
H 1.50 -6.09 -0.90
C 2.87 -4.60 -1.62
C 2.51 -2.34 2.77
O -1.11 0.26 1.81
H 1.85 2.54 6.69
C 2.86 -2.53 -0.40
H 2.27 2.92 1.24
C 4.47 -2.53 4.77
C 0.01 -2.50 2.05
H -0.50 -2.56 1.08
C -3.43 -0.83 4.22
C -2.58 0.09 3.63
H 1.18 -3.65 -5.72
H 3.25 -5.23 -2.41
C 2.38 -1.65 3.97
O 1.28 1.19 -2.41
H -1.76 4.59 -1.16
C 4.91 0.04 -2.47
H 3.78 -3.71 1.69
C 1.15 0.17 -5.16
C 3.64 -3.14 2.59
C 1.88 -3.00 0.46
H -4.65 2.78 3.67
C -3.03 1.40 3.45
C 3.89 1.82 -3.76
H -3.09 -1.84 4.42
C -0.98 -1.76 3.00
C 6.16 0.60 -2.70
Sn 0.27 0.41 0.44
S 2.18 0.00 -2.62
C -0.62 2.86 -0.61
H -3.58 0.44 -1.04
C -1.91 -4.51 3.90
C 1.48 -2.13 1.66
C -1.43 -0.48 -2.15
C -5.17 0.82 4.38
C -1.35 1.89 -1.53
H -0.79 1.85 -2.45
C 0.66 -1.74 -6.53
H 0.52 1.90 2.69
C -0.03 5.11 0.00
N -1.48 0.49 -1.03
H -2.86 1.09 0.45
C 1.28 2.32 4.63
H 1.12 1.24 -4.98
*
```

Relative energy (zero: lowest compared OMol25 entry of this formula, charge and spin) = 35.4 kcal/mol
HOMO energy = -10.7 eV



no.,E_tot (hartree)
1,-3882.628073
2,-3427.968139
3,-9246.643816
4,-3054.715819